1.
17
Properties=species:S:1:pos:R:3:forces:R:3:lowdin_charge:R:1 method="wB97M-V/def2-TZVPD" fmax_ev_per_a=2.310 e_lumo_ev="-1.0 / -1.0" total_energy_ev=-33217.6649 gap_ha="0.2542 / 0.2542" multiplicity=1 e_above_lowest_kj_mol=99.0
C 1.966876 2.093278 -0.495494 0.92 0.54 -0.54 -0.518
C 0.263546 -1.925952 -0.547837 -0.42 -0.31 0.14 -0.052
C -0.926807 0.952098 1.349322 -0.18 1.29 0.21 -0.023
C -0.451454 -0.717259 -0.227940 1.39 0.93 1.35 -0.095
N 1.928128 0.780977 -0.248246 -1.60 -1.65 0.24 -0.459
O 1.088687 2.852185 -0.140351 -0.34 0.49 0.03 -0.033
O -0.620706 -0.391736 1.018436 0.04 -1.39 -1.53 -0.040
S 2.986989 -0.293857 -0.775156 0.68 0.43 -0.26 0.444
Cl 4.008315 -0.892510 0.937688 0.08 -0.06 0.06 0.041
H 2.838565 2.466044 -1.075356 -0.02 0.01 0.12 0.111
H 0.261187 -2.628741 0.281808 0.01 -0.04 0.01 0.107
H 1.350235 -1.625224 -0.708832 -0.18 0.17 0.06 -0.004
H -0.062594 -2.383456 -1.479159 -0.05 0.04 -0.02 0.098
H -0.973945 0.993870 2.434136 -0.05 -0.08 -0.07 0.103
H -1.880679 1.269721 0.920492 0.01 -0.23 0.00 0.106
H -0.132655 1.614398 0.971171 -0.08 -0.26 0.07 0.064
H -0.756731 -0.024013 -1.006521 -0.21 0.14 0.13 0.152

2.
59
Properties=species:S:1:pos:R:3:forces:R:3:lowdin_spin:R:1 method="wB97M-V/def2-TZVPD" fmax_ev_per_a=4.441 s2=6.115 e_lumo_ev="0.3 / 0.3" total_energy_ev=-61229.2537 gap_ha="0.2115 / 0.2582" multiplicity=5 e_above_lowest_kj_mol=83.7
Cr -0.128191 0.656256 -0.160713 -0.05 -0.98 0.20 3.306
C 1.114780 -1.467921 -2.749816 0.00 -0.16 0.11 0.006
C 2.489463 -1.059268 -2.199073 -0.06 0.35 -0.07 -0.002
C 2.498802 0.376151 -1.645545 0.30 -0.32 -0.12 0.002
N 1.811733 0.494597 -0.376940 1.36 -0.06 0.21 -0.038
C 2.515400 0.412587 0.760544 0.33 -0.27 -0.98 0.018
C 3.874514 0.006607 0.792674 -0.03 0.02 0.08 0.081
C 4.773230 -0.069537 1.845792 -0.15 0.04 0.02 0.017
C 4.601814 0.205019 3.188073 -0.07 0.06 0.40 0.084
C 3.414503 0.611735 3.817152 0.53 -0.15 -0.34 0.021
C 2.188863 0.874227 3.268338 -0.25 0.08 -0.04 0.059
C 1.739920 0.822250 1.917585 -1.46 0.41 0.45 0.039
N 0.488871 1.169148 1.573124 1.80 0.25 1.43 -0.058
C -0.357662 1.963244 2.424996 -0.18 0.23 0.32 0.000
C -1.309912 2.789951 1.548568 -0.11 -0.31 0.09 0.015
C -2.480975 1.934333 1.055921 -0.14 0.43 0.03 0.003
N -1.993481 0.733710 0.429247 -1.29 -0.33 0.31 -0.025
C -2.767228 -0.343812 0.323306 -0.22 0.81 0.10 0.012
C -4.105196 -0.390823 0.771954 0.00 0.09 0.05 0.046
C -5.009143 -1.442788 0.827471 0.05 -0.08 -0.10 0.009
C -4.956802 -2.694686 0.255238 -0.04 -0.25 -0.08 0.048
C -3.919405 -3.194031 -0.537691 -0.14 0.21 0.32 0.012
C -2.670182 -2.670107 -0.742678 0.03 -0.14 -0.14 0.037
C -2.052726 -1.487708 -0.243300 1.22 -0.47 -0.22 0.023
N -0.739136 -1.298379 -0.311643 -0.95 -0.45 0.00 -0.006
C 0.158305 -2.400817 -0.563177 0.05 -0.46 -0.27 0.003
C 0.499735 -2.672379 -2.040276 -0.10 0.25 0.15 -0.002
H 0.409820 -0.638423 -2.641199 0.06 0.00 -0.15 0.004
H 1.196881 -1.688525 -3.818093 -0.07 0.04 0.05 0.001
H 2.788023 -1.744157 -1.402999 0.11 0.00 0.03 0.000
H 3.246730 -1.130129 -2.983441 0.01 -0.04 -0.01 0.000
H 3.534385 0.732595 -1.566512 -0.19 0.05 -0.03 0.000
H 1.992940 1.034506 -2.362871 0.09 -0.12 0.06 0.000
H 4.293437 -0.300005 -0.153726 -0.04 -0.01 -0.04 0.005
H 5.765161 -0.412486 1.564305 -0.03 0.03 0.01 -0.001
H 5.461449 0.070408 3.833445 0.00 -0.03 -0.03 0.005
H 3.480744 0.723297 4.893750 -0.05 0.02 0.02 -0.001
H 1.421590 1.133204 3.986588 -0.05 0.07 -0.05 0.004
H -0.957479 1.329909 3.096686 0.09 0.09 0.06 -0.003
H 0.241509 2.648346 3.038794 -0.03 -0.14 0.01 -0.001
H -1.703852 3.636156 2.116438 0.00 0.00 -0.02 0.001
H -0.743083 3.179282 0.694426 -0.03 0.07 0.14 0.008
H -3.117760 1.714403 1.926326 0.05 0.01 -0.15 0.000
H -3.076493 2.520986 0.337510 -0.11 -0.05 0.18 -0.001
H -4.496174 0.522239 1.198438 0.15 0.04 0.06 0.003
H -5.919415 -1.228491 1.378884 -0.02 0.07 -0.06 -0.001
H -5.810481 -3.340625 0.401765 -0.11 -0.01 -0.04 0.003
H -4.118132 -4.138519 -1.031477 0.04 -0.06 0.01 0.000
H -2.036003 -3.264357 -1.386444 0.04 0.00 0.08 0.003
H 1.088962 -2.166563 -0.034522 -0.06 -0.08 -0.01 0.000
H -0.243757 -3.325804 -0.123205 0.09 0.10 -0.02 0.000
H 1.191465 -3.518535 -2.063510 -0.01 -0.06 -0.09 0.000
H -0.402732 -2.953693 -2.586245 0.00 -0.14 0.03 0.000
C -0.550110 3.470279 -3.599774 -0.08 0.29 -0.40 0.033
C -0.520149 2.404669 -2.631143 0.22 -1.71 1.87 0.159
N -0.428251 1.614484 -1.771589 -0.49 2.77 -3.44 0.051
H 0.409536 3.987408 -3.600383 0.00 -0.01 -0.01 0.005
H -1.330385 4.184536 -3.338607 -0.01 -0.01 0.00 0.004
H -0.748269 3.086045 -4.600748 0.01 0.01 0.03 0.008

3.
54
Properties=species:S:1:pos:R:3:forces:R:3:lowdin_charge:R:1 method="wB97M-V/def2-TZVPD" fmax_ev_per_a=0.657 e_lumo_ev=0.7 total_energy_ev=-33859.9571 gap_ha=0.3059 multiplicity=1 e_above_lowest_kj_mol=74.4
H -0.690278 2.207708 2.106556 0.14 0.00 -0.10 0.058
N -0.858866 1.220918 2.246043 -0.31 0.43 0.39 0.172
C -0.270263 0.452436 1.419517 0.21 0.17 -0.09 -0.372
N 0.527382 0.745393 0.325673 -0.21 -0.09 0.29 0.035
C 0.894959 2.079380 -0.069617 0.03 0.10 0.07 -0.091
C 1.969632 2.656285 0.822152 -0.03 0.09 0.04 -0.204
C 1.855787 3.941866 1.331918 -0.03 -0.10 -0.12 -0.048
C 2.841499 4.460267 2.153609 0.06 0.09 0.06 -0.082
C 3.947306 3.694278 2.478586 0.03 0.09 0.05 -0.090
C 4.065648 2.409349 1.976001 0.05 -0.07 -0.02 -0.076
C 3.083307 1.893230 1.150790 -0.03 0.02 -0.03 -0.028
C 0.908531 -0.430875 -0.281998 0.07 -0.61 -0.14 -0.165
C 1.677924 -0.680594 -1.399618 -0.09 0.15 0.19 -0.015
C 1.870316 -2.005422 -1.766928 0.06 -0.16 -0.08 -0.100
C 1.311995 -3.042852 -1.037724 0.09 -0.07 -0.11 -0.108
C 0.535129 -2.799545 0.087100 -0.07 0.13 0.18 -0.019
C 0.337685 -1.484295 0.458521 0.42 -0.06 -0.42 -0.155
N -0.363170 -0.918792 1.499249 0.26 0.16 -0.21 0.037
C -1.086260 -1.604333 2.536809 -0.49 0.03 0.32 -0.062
C -2.621956 -1.448918 2.431863 0.17 -0.21 -0.42 -0.340
O -3.066323 -0.276780 3.036255 -0.25 0.24 0.04 -0.037
C -3.098867 -1.577755 0.962714 -0.16 -0.29 0.52 -0.117
O -2.835942 -0.379131 0.268083 -0.02 0.14 -0.07 -0.033
C -2.300718 -0.369045 -0.980623 0.02 0.19 -0.23 -0.261
C -2.003442 0.905360 -1.471746 -0.12 -0.08 0.12 -0.026
C -1.413221 1.053202 -2.706956 -0.03 0.03 0.07 -0.083
C -1.114166 -0.058707 -3.478512 0.02 -0.10 -0.10 -0.065
C -1.431235 -1.326460 -3.020151 0.02 0.14 -0.08 -0.277
C -1.139330 -2.545740 -3.841169 -0.01 -0.02 0.03 -0.041
C -2.030430 -1.474945 -1.774008 -0.17 -0.06 0.22 0.016
H 1.245129 2.034751 -1.104887 -0.14 0.00 0.07 0.131
H 0.005249 2.718557 -0.045404 0.07 -0.07 -0.08 0.122
H 0.991830 4.542712 1.083819 -0.11 0.05 -0.02 0.111
H 2.741957 5.461976 2.544595 -0.01 0.08 0.04 0.103
H 4.714198 4.096465 3.123559 0.06 0.03 0.06 0.101
H 4.926057 1.806795 2.227101 0.07 -0.05 0.02 0.104
H 3.177462 0.889694 0.760594 0.01 -0.12 -0.01 0.111
H 2.118885 0.119109 -1.973942 0.03 0.11 -0.06 0.112
H 2.466874 -2.228334 -2.638249 0.06 -0.02 -0.08 0.103
H 1.483536 -4.063288 -1.346602 0.02 -0.08 -0.03 0.102
H 0.103599 -3.617148 0.644364 -0.05 -0.06 0.06 0.107
H -0.813485 -2.659837 2.492531 0.03 0.07 -0.01 0.124
H -0.781719 -1.193093 3.505492 0.00 -0.13 -0.08 0.139
H -3.083881 -2.274391 2.991804 0.12 0.01 -0.14 0.147
H -2.462859 0.447451 2.760043 0.02 -0.05 0.10 0.044
H -4.182933 -1.745553 0.955335 0.15 -0.03 -0.03 0.137
H -2.600705 -2.439526 0.511376 -0.02 0.03 -0.04 0.112
H -2.251427 1.755534 -0.855821 -0.02 0.12 0.10 0.118
H -1.182900 2.042584 -3.075393 0.01 0.10 -0.03 0.105
H -0.643930 0.063298 -4.442891 0.05 -0.01 -0.12 0.106
H -0.437234 -3.190524 -3.314204 0.04 -0.07 -0.02 0.065
H -0.708482 -2.273927 -4.801063 0.03 -0.03 -0.09 0.076
H -2.051474 -3.114468 -4.016845 -0.04 -0.07 -0.06 0.083
H -2.276381 -2.474316 -1.447701 -0.02 -0.07 0.07 0.116